Below is a 7-piece molecular cluster, C27H67NO7 overall, with properties calculated with ωB97M-V with the def2-TZVPD basis set.

XYZ file:
```
102
Properties=species:S:1:pos:R:3:forces:R:3
C 1.036784 -5.339121 0.680968 -0.50 0.75 0.16
C 2.544735 -5.139695 0.488142 -0.87 0.40 1.05
C 3.380007 -5.252804 1.792853 -0.54 -0.70 -0.82
O 2.960267 -6.108854 -0.402001 1.24 -1.43 -0.85
H 0.492894 -5.214552 -0.255385 0.28 0.18 -0.43
H 0.610321 -4.560959 1.313960 -0.04 -0.01 0.38
H 0.693397 -6.320711 1.007583 0.59 -0.11 0.44
H 2.690124 -4.181486 -0.010650 0.08 0.50 0.44
H 3.190236 -6.244101 2.204449 -0.26 -0.06 0.20
H 3.116125 -4.509126 2.544785 0.05 0.10 -0.15
H 4.451142 -5.277694 1.592505 0.00 0.51 -0.18
H 2.650821 -5.853280 -1.274080 -0.04 -0.08 -0.21
C 1.694441 -1.207867 2.174225 1.49 0.14 0.80
C 0.410692 -0.882861 1.485031 0.41 -0.27 -0.69
C 0.497266 -1.258214 0.004998 -0.71 -0.73 0.25
O -0.649536 -1.605294 2.117063 -0.22 -0.29 -1.04
H 2.607353 -0.954028 1.635480 -0.18 0.56 -0.41
H 1.882043 -2.267436 2.348061 -0.69 -0.26 0.00
H 1.784144 -0.701745 3.135424 -0.10 -0.03 0.22
H 0.133788 0.166656 1.584759 0.45 0.24 -0.16
H 1.262052 -0.765377 -0.595254 -0.25 0.70 0.28
H -0.506855 -1.158150 -0.407097 0.11 0.25 -0.46
H 0.769195 -2.303459 -0.142026 -0.14 -0.30 0.42
H -0.585696 -1.440642 3.060673 -0.09 -0.15 0.58
C -2.739492 3.447690 -0.530700 0.10 0.58 0.42
C -2.534383 2.023524 -0.026166 0.45 0.69 0.81
C -1.935079 1.992340 1.417102 -0.80 0.73 -0.54
O -3.781785 1.366174 -0.042785 0.05 0.44 -0.31
H -3.123438 3.579043 -1.542347 -0.06 -0.66 -0.15
H -1.801647 4.003138 -0.525366 0.06 -0.12 0.17
H -3.441769 3.985543 0.106185 -0.09 -0.07 0.24
H -1.761744 1.584393 -0.657269 -0.19 -0.60 -0.45
H -2.537324 2.644133 2.050011 -0.14 0.09 0.10
H -0.923348 2.397139 1.442082 0.15 -0.23 -0.07
H -1.999202 0.999297 1.861895 0.25 -0.12 -0.20
H -3.661196 0.527521 0.408582 0.01 -0.58 -0.04
C -0.959118 0.161599 -5.864905 -0.40 0.30 0.14
C -0.364156 -0.587457 -4.664316 -0.03 0.04 -2.92
C -1.121717 -0.427944 -3.419931 0.83 0.49 2.23
O -0.313568 -1.943177 -5.018618 0.51 -1.17 -0.06
H -0.551979 -0.108153 -6.839367 0.53 -0.28 0.26
H -0.758071 1.223930 -5.726625 -0.49 0.25 -0.07
H -2.020197 -0.070087 -5.957278 -0.28 0.39 0.18
H 0.661766 -0.220343 -4.692753 0.20 -0.26 0.99
H -0.578997 -0.905231 -2.603994 0.37 -0.19 -0.04
H -2.081813 -0.936477 -3.332203 -0.35 0.52 -0.68
H -1.099702 0.615650 -3.106014 -0.79 0.19 -0.06
H -1.220404 -2.257539 -4.998253 -0.10 -0.26 -0.01
C -4.214417 -2.599251 2.423036 0.59 0.58 -0.58
C -3.883727 -2.427817 0.936548 -1.19 0.06 -1.19
C -5.160785 -2.354108 0.056859 0.56 -0.90 0.21
O -3.137139 -1.235341 0.657511 -0.39 -0.60 0.49
H -4.937818 -1.817041 2.653109 -0.04 -0.11 0.43
H -3.286625 -2.436443 2.971483 -0.07 0.15 0.22
H -4.576414 -3.588751 2.702186 -0.21 0.02 -0.28
H -3.246427 -3.228875 0.562036 -0.21 -0.47 0.17
H -4.926327 -2.497151 -0.997977 0.26 0.45 -0.05
H -5.725310 -1.432322 0.197300 0.14 0.02 0.09
H -5.796793 -3.214115 0.266579 -0.22 0.04 0.36
H -2.256457 -1.525247 0.906401 0.80 0.70 0.35
C -0.147428 -3.992869 6.327027 -0.86 0.39 -0.61
C -0.407614 -3.493575 4.882501 0.96 -0.72 -0.40
C -1.237105 -4.409399 3.955051 -0.39 0.23 0.49
O -0.843430 -2.133787 4.866560 0.19 0.04 0.05
H -1.110342 -4.004019 6.837694 0.05 -0.31 0.35
H 0.514910 -3.312424 6.862169 -0.07 0.20 -0.18
H 0.338848 -4.968243 6.343796 -0.27 -0.14 -0.13
H 0.593904 -3.490274 4.452331 0.06 0.40 -0.34
H -0.807601 -5.410513 3.917582 -0.03 -0.03 0.15
H -1.341636 -4.068871 2.924897 0.66 0.41 0.01
H -2.282666 -4.470516 4.256977 -0.09 -0.25 0.54
H -1.801686 -2.084904 4.897611 -0.23 -0.19 0.13
C 1.993394 2.050156 -2.944747 -0.68 -0.20 -0.65
C 2.240348 3.077317 -1.856112 0.43 -0.42 0.37
C 3.736181 3.455450 -2.021893 -0.11 1.46 0.63
C 4.098087 4.869844 -1.470873 -1.09 -0.27 -0.29
C 3.005810 5.948531 -1.821337 1.94 -0.88 -0.35
C 1.617127 5.522815 -1.452196 -1.97 1.04 0.03
N 1.328026 4.214445 -2.032201 1.42 0.25 -1.38
O -0.034052 3.842562 -2.006267 0.52 0.02 0.62
C 1.488904 5.562436 0.062659 -0.54 -0.75 1.08
C 0.619987 6.541602 -2.119510 0.32 0.13 0.15
C 2.072259 2.387827 -0.486709 0.05 0.12 -0.50
H 2.177977 2.453580 -3.940374 -0.22 0.40 -0.08
H 0.960347 1.705790 -2.896654 0.00 -0.22 -0.07
H 2.651624 1.181786 -2.916974 0.04 -0.03 0.56
H 4.271277 2.744790 -1.392028 0.23 -0.24 -0.42
H 4.047451 3.358242 -3.061979 -0.04 0.00 0.01
H 5.091877 5.192087 -1.781766 -0.06 -0.01 -0.33
H 4.193151 4.754463 -0.391172 -0.19 0.28 0.17
H 3.007716 6.174065 -2.887754 0.23 -0.19 -0.20
H 3.319147 6.866893 -1.324829 -0.43 0.14 0.19
H 1.413121 6.531762 0.555365 0.49 0.34 -0.46
H 0.602297 5.061657 0.451579 -0.33 -0.26 -0.44
H 2.303182 4.981029 0.495128 0.12 0.34 0.18
H -0.428517 6.382262 -1.867803 0.12 -0.26 0.09
H 0.844281 7.578115 -1.867675 0.23 0.00 0.58
H 0.714558 6.570722 -3.205011 0.03 -0.59 -0.15
H 2.453642 1.373157 -0.601121 0.00 -0.05 0.35
H 1.016516 2.352673 -0.217883 0.02 -0.04 0.17
H 2.664107 2.918173 0.259310 -0.20 -0.16 0.24
H -0.257118 3.827720 -2.939873 -0.22 0.00 -0.16
```
Forces are in eV/Å.

Computed properties:
total charge: -1
LUMO energy (alpha / beta): 2.4 / 2.4 eV
multiplicity: 2
HOMO-LUMO gap (alpha / beta): 1.6 / 8.7 eV
energy above the lowest of the compared OMol25 structures with the same formula, charge and spin: 0.000 eV